No. 1
98
Properties=species:S:1:pos:R:3 method="wB97M-V/def2-TZVPD" mol_weight_da=1024.435 e_homo_ha=-0.371 relative_energy_kj_mol=127.66 total_charge=+1
Ir -1.7679 0.8604 -0.0504
C -0.3170 3.5608 -1.4770
P -0.8796 2.8355 0.0986
C 0.5847 3.0110 1.1621
C -2.0771 4.0470 0.7379
C -3.3230 3.8501 -0.1241
P -3.6761 2.0394 -0.2979
C -4.6787 2.1157 -1.8221
C -4.9493 1.8110 0.9899
H -0.0425 4.6099 -1.3497
H -1.0980 3.4787 -2.2311
H 0.5543 3.0088 -1.8314
H 0.8192 4.0653 1.3184
H 1.4371 2.5244 0.6893
H 0.4021 2.5355 2.1249
H -1.7015 5.0706 0.7317
H -2.2781 3.7589 1.7733
H -3.1516 4.2338 -1.1330
H -4.1964 4.3725 0.2671
H -5.3978 2.9325 -1.7338
H -5.2178 1.1930 -2.0036
H -4.0255 2.3081 -2.6740
H -5.7397 2.5531 0.8720
H -4.4997 1.9176 1.9775
H -5.3838 0.8176 0.9178
N 3.9233 -4.7887 -2.1051
C 2.9150 -4.3153 -1.8224
C 1.6590 -3.7080 -1.4857
C 1.0005 -2.9263 -2.4386
C -0.1891 -2.3162 -2.1046
C -0.7124 -2.4638 -0.8094
C -0.0596 -3.2655 0.1296
C 1.1244 -3.8939 -0.2124
C -1.9544 -1.8428 -0.4837
C -2.9948 -1.2404 -0.2248
H 1.4249 -2.8116 -3.4268
H -0.7233 -1.7167 -2.8294
H -0.4878 -3.3928 1.1139
H 1.6434 -4.5187 0.5014
Cl 10.1441 -1.5448 -1.1699
C 8.5121 -1.1372 -0.7708
C 8.0961 -1.1735 0.5491
C 6.7895 -0.8267 0.8439
C 5.8831 -0.4493 -0.1418
C 4.4813 -0.0563 0.2744
C 3.4526 -1.0940 -0.1668
N 2.1353 -0.7980 0.3705
C 1.7109 -0.9795 1.6623
C 0.4583 -0.4551 1.7320
N 0.1234 0.0642 0.5015
C 1.1562 -0.1587 -0.2885
O 4.0745 1.1965 -0.2480
C 4.2835 2.2886 0.6458
C 5.7171 2.4241 1.0506
C 6.2238 2.0915 2.2710
Cl 5.3412 1.5170 3.6331
S 7.9257 2.2556 2.3623
C 7.9904 2.7766 0.7310
C 6.7596 2.8238 0.1621
C 6.3353 -0.4422 -1.4591
Cl 5.2876 -0.0124 -2.7823
C 7.6390 -0.7766 -1.7831
H 8.7874 -1.4561 1.3300
H 6.4656 -0.8287 1.8785
H 4.4712 -0.0110 1.3704
H 3.7589 -2.0893 0.1552
H 3.3734 -1.0931 -1.2521
H 2.3248 -1.4627 2.4027
H -0.2085 -0.3862 2.5733
H 1.2389 0.1448 -1.3177
H 3.6499 2.1782 1.5323
H 3.9589 3.1677 0.0876
H 8.9386 3.0273 0.2845
H 6.5834 3.1193 -0.8625
H 7.9669 -0.7569 -2.8121
C -7.0871 -1.0206 -3.0992
C -5.7329 -1.1394 -3.3658
C -4.8133 -1.2367 -2.3331
C -5.2454 -1.2114 -1.0104
C -6.6090 -1.0887 -0.7371
C -7.5157 -0.9967 -1.7765
N -4.3193 -1.2851 0.0539
C -4.6320 -1.8723 1.3248
C -5.4348 -3.0034 1.4084
C -5.6840 -3.5723 2.6472
C -5.1186 -3.0347 3.7947
C -4.3010 -1.9176 3.7010
C -4.0612 -1.3300 2.4696
H -7.8021 -0.9507 -3.9068
H -5.3797 -1.1554 -4.3885
H -3.7583 -1.3135 -2.5568
H -6.9558 -1.0566 0.2874
H -8.5691 -0.9009 -1.5490
H -5.8598 -3.4311 0.5104
H -6.3146 -4.4487 2.7129
H -5.3137 -3.4859 4.7580
H -3.8584 -1.4932 4.5926
H -3.4296 -0.4521 2.3784

=====

No. 2
118
Properties=species:S:1:pos:R:3 method="wB97M-V/def2-TZVPD" mol_weight_da=1501.016 e_homo_ha=-0.113 relative_energy_kj_mol=0.00 total_charge=-2
Lu 3.9291 1.0472 -3.3719
Se 4.9592 -0.7491 -5.1749
Te 3.4825 -0.0660 -6.8563
Te 4.2502 2.6249 -6.5983
Se 2.5700 3.1257 -4.9319
N -4.1502 -0.4403 -3.2725
C -3.9680 -1.4613 -2.2323
C -3.1282 -1.0941 -0.9509
O -2.9191 -2.1382 -0.1637
O -2.5555 -0.0301 -0.8193
H -4.1237 -0.7739 -4.1683
H -3.5137 0.2657 -3.1961
H -3.2728 -2.1952 -2.5169
H -4.9136 -1.8808 -1.8635
C -0.3620 1.5999 2.2101
N -0.8514 3.0008 2.4409
C -1.0783 3.9322 1.5622
N -1.4591 5.0156 2.1828
C -1.6648 4.6344 3.4693
N -1.3836 3.3140 3.6548
C -1.3172 0.5913 2.7648
C -1.0518 -0.5064 3.5566
C -2.0189 -1.4682 3.8132
C -3.2608 -1.3771 3.2456
C -3.5592 -0.2515 2.5105
C -2.6211 0.7577 2.3335
C -4.9019 -0.0627 1.9776
N -6.0657 -0.2789 2.5085
N -6.9735 0.0716 1.5576
C -6.2925 0.4997 0.5931
O -4.9829 0.4755 0.7259
C -6.7068 1.3615 -0.5249
C -6.9141 0.8915 -1.7966
C -6.9140 1.8025 -2.8132
C -6.7612 3.1540 -2.5627
C -6.5312 3.6096 -1.2477
C -6.1890 5.0199 -0.9318
N -4.8723 5.3792 -1.5450
C -4.4875 5.2658 -2.8119
N -3.2753 5.7832 -3.0252
C -2.9181 6.0240 -1.7113
N -3.8173 5.9198 -0.7391
C -6.5410 2.7036 -0.2106
H 0.5760 1.4573 2.7226
H -0.3138 1.3455 1.1540
H -0.5682 4.0000 0.5730
H -2.0313 5.2947 4.2581
H -0.0946 -0.6802 4.0681
H -1.8108 -2.3248 4.3999
H -3.8928 -2.2040 3.1703
H -2.8811 1.6438 1.7491
H -6.9399 -0.1792 -1.9500
H -6.9760 1.4569 -3.8518
H -6.7919 3.8649 -3.4118
H -6.0073 5.1747 0.0887
H -6.9838 5.6498 -1.3800
H -5.2769 4.8614 -3.4094
H -1.9115 6.4610 -1.5685
H -6.3440 2.9260 0.8159
O 3.4643 0.4468 -1.5441
N 4.1441 -4.2882 7.7467
C 4.5946 -3.9718 6.7392
C 4.8957 -3.3843 5.4426
C 3.9745 -3.5677 4.4534
C 4.0171 -2.6995 3.3541
C 4.9567 -1.7345 3.2119
C 5.9642 -1.6899 4.1507
C 6.0246 -2.5750 5.1926
N 4.4523 -0.6447 2.4083
C 5.2281 0.2705 1.7335
C 4.5718 1.4746 1.7754
N 3.3811 1.3015 2.4858
C 3.4526 0.0921 2.9936
H 3.0333 -4.1638 4.5840
H 3.1870 -2.7254 2.6325
H 6.7984 -0.9528 4.0012
H 6.8547 -2.5443 5.9242
H 6.0261 0.1426 1.0283
H 4.6055 2.2846 1.0294
H 2.5319 -0.4605 3.1741
N 1.0995 3.6600 -1.4703
C 2.1793 4.0481 -1.3732
C 3.3311 4.9231 -1.1371
C 3.0720 6.0695 -0.3751
C 3.9367 7.1099 -0.4482
C 5.0443 7.0873 -1.2750
C 5.4055 5.8765 -1.8545
C 4.5164 4.8111 -1.8091
H 2.1807 6.1166 0.2324
H 3.6273 8.0214 0.0374
H 5.6668 7.9963 -1.3767
H 6.2847 5.7548 -2.4449
H 4.6522 3.9500 -2.4337
C 4.5297 -4.1521 -1.5005
C 3.3145 -4.1352 -2.4045
O 2.5070 -5.1928 -1.9770
P 1.0116 -5.4275 -2.6564
O 1.2737 -6.9224 -3.1894
C 2.0599 -7.9702 -2.4118
C 1.4953 -9.2279 -2.9412
O 0.1331 -5.8433 -1.3489
C -0.7007 -4.8919 -0.6585
C -0.8353 -5.2804 0.8463
H 5.1352 -3.2941 -1.8511
H 5.0754 -5.1189 -1.6427
H 4.3180 -4.1362 -0.4480
H 3.5490 -4.2367 -3.4590
H 2.7843 -3.1790 -2.3140
H 1.8291 -7.7734 -1.3663
H 3.1562 -7.7692 -2.5344
H 0.4494 -9.2046 -2.7444
H 1.9495 -10.1007 -2.4566
H 1.7234 -9.3080 -4.0090
H -1.6674 -4.8127 -1.1573
H -0.2003 -3.9029 -0.6521
H -1.2669 -6.2709 0.9278
H -1.5248 -4.5458 1.3171
H 0.1199 -5.1832 1.3439

=====

No. 3
9
Properties=species:S:1:pos:R:3 method="wB97M-V/def2-TZVPD" mol_weight_da=98.065 e_homo_ha=-0.358 relative_energy_kj_mol=195.60
C 0.5950 -0.6657 -0.0585
C -0.8447 1.0830 0.5279
H 1.5399 -2.0487 1.0290
H -1.1366 1.6900 1.3702
N 1.1228 -1.8734 0.0159
N 0.2022 0.2177 0.8767
N -0.3680 0.5266 -1.8647
N 0.2664 -0.3267 -1.3234
O -1.3771 1.3972 -0.5729

=====

No. 4
83
Properties=species:S:1:pos:R:3 method="wB97M-V/def2-TZVPD" multiplicity=5 mol_weight_da=855.863 e_homo_ha="-0.446 / -0.517" total_charge=+2
Pt -0.1313 0.5723 -0.1094
C -0.2118 4.4273 -0.9049
Si 0.0797 2.9629 0.1916
C 1.9439 2.9338 0.5674
C 2.5377 4.1469 0.9416
C 3.9156 4.3009 0.9711
C 4.7423 3.2445 0.6101
C 4.1891 2.0255 0.2602
C 2.8014 1.8585 0.2510
P 2.1964 0.1728 -0.1173
C 2.8321 -0.9010 1.1756
C 3.3037 -0.3980 2.3858
C 3.7415 -1.2718 3.3715
C 3.7069 -2.6412 3.1554
C 3.2283 -3.1498 1.9517
C 2.7824 -2.2850 0.9668
C 2.9145 -0.3433 -1.6839
C 4.1428 -0.9985 -1.7585
C 4.6984 -1.2712 -2.9998
C 4.0331 -0.9004 -4.1600
C 2.8054 -0.2550 -4.0901
C 2.2438 0.0209 -2.8542
C -1.0490 3.1001 1.7109
C -1.7197 4.3040 1.9652
C -2.5926 4.4388 3.0381
C -2.8084 3.3735 3.9018
C -2.1561 2.1714 3.6788
C -1.3156 2.0223 2.5723
P -0.4772 0.4329 2.3385
C 0.4184 0.1988 3.8838
C 0.1130 -0.8302 4.7711
C 0.7462 -0.8712 6.0070
C 1.6868 0.0919 6.3443
C 2.0027 1.1087 5.4486
C 1.3725 1.1624 4.2190
C -1.6651 -0.9350 2.2335
C -3.0375 -0.8092 2.4318
C -3.8548 -1.9292 2.3330
C -3.3065 -3.1753 2.0538
C -1.9338 -3.3086 1.8567
C -1.1164 -2.1940 1.9338
H -0.0755 5.3442 -0.3251
H -1.2166 4.4388 -1.3328
H 0.5101 4.4388 -1.7236
H 1.9107 4.9913 1.2101
H 4.3449 5.2535 1.2556
H 5.8173 3.3695 0.6082
H 4.8385 1.1992 -0.0088
H 3.3490 0.6706 2.5505
H 4.1175 -0.8808 4.3083
H 4.0601 -3.3175 3.9233
H 3.2111 -4.2187 1.7819
H 2.4076 -2.6788 0.0275
H 4.6617 -1.2973 -0.8558
H 5.6555 -1.7722 -3.0614
H 4.4715 -1.1195 -5.1249
H 2.2910 0.0328 -4.9976
H 1.2844 0.5229 -2.7893
H -1.5508 5.1615 1.3256
H -3.0957 5.3832 3.2070
H -3.4728 3.4814 4.7496
H -2.2986 1.3456 4.3682
H -0.6152 -1.5894 4.5184
H 0.4968 -1.6564 6.7086
H 2.1732 0.0544 7.3108
H 2.7360 1.8594 5.7141
H 1.6009 1.9662 3.5246
H -3.4691 0.1561 2.6704
H -4.9224 -1.8339 2.4936
H -3.9469 -4.0470 2.0057
H -1.5064 -4.2814 1.6476
H -0.0436 -2.2936 1.7903
F -5.4571 -1.8106 -1.8783
C -4.3027 -1.3337 -1.5094
C -4.2434 0.0055 -1.0527
C -3.0350 0.4854 -0.6656
C -1.8583 -0.3462 -0.7323
C -1.9700 -1.6932 -1.1962
C -3.1722 -2.1897 -1.5827
H -5.1460 0.6012 -1.0158
H -2.9639 1.5026 -0.2992
H -1.0945 -2.3260 -1.2346
H -3.2950 -3.2028 -1.9433

=====

No. 5
88
Properties=species:S:1:pos:R:3 method="wB97M-V/def2-TZVPD" mol_weight_da=713.821 e_homo_ha=-0.188 total_charge=-1
N 0.5698 -3.4048 -2.8941
C 1.0174 -1.9643 -2.8105
C -0.1840 -0.9480 -3.2001
Br -1.7525 -1.7526 -2.2571
O -0.6251 -0.9171 -4.5618
B -0.6154 0.4521 -5.0832
Cl 0.3627 0.5268 -6.6712
C -2.0292 1.2459 -5.3483
O -3.1268 0.8653 -4.4620
C -3.5418 1.9268 -3.6263
C -3.6086 1.6221 -2.0909
C -4.0525 2.6431 -1.0211
C -4.4544 4.0883 -1.4794
C -4.4080 4.3818 -2.9938
C -3.9745 3.3390 -4.0828
O 0.0543 1.2896 -4.0700
C 0.2545 0.5730 -2.8530
F -0.5032 1.0880 -1.7364
C 1.8138 0.8787 -2.5364
C 2.0668 2.4669 -2.2793
C 2.7496 3.1996 -3.5151
F 3.9551 2.7323 -4.1385
C 2.1858 4.3971 -4.0595
F 1.8474 4.5706 -5.4296
F 1.9341 5.5477 -3.2392
H 0.4206 -3.7085 -1.9238
H 1.3391 -3.9386 -3.3360
H 1.2386 -1.7714 -1.6913
H 1.9761 -1.7893 -3.4100
H -2.3233 1.0400 -6.4521
H -1.7772 2.3750 -5.3153
H -3.3201 0.5798 -1.7402
H -4.0640 2.3095 0.0763
H -4.7591 4.8825 -0.7057
H -4.7100 5.4258 -3.3510
H -3.9652 3.6200 -5.1961
H 2.0337 0.3499 -1.5397
H 2.4383 0.4914 -3.4080
H 2.7944 2.5222 -1.3964
H 1.0966 2.9931 -1.9456
C 3.3170 -7.4130 3.5350
O 1.9814 -7.6719 3.1325
C 1.0139 -7.2559 4.0985
C 0.1971 -6.0802 3.5625
N 1.0066 -4.8635 3.4911
C 0.3523 -3.7665 2.7727
C 0.0840 -3.9695 1.2737
O 1.2667 -4.0426 0.4829
C 1.8298 -5.3413 0.3800
H 3.9855 -7.8747 2.8061
H 3.5182 -6.3383 3.5541
H 3.5215 -7.8492 4.5171
H 1.4708 -7.0188 5.0652
H 0.3401 -8.1048 4.2523
H -0.6580 -5.9055 4.2232
H -0.1814 -6.3607 2.5736
H 1.8804 -5.0750 3.0218
H 1.0030 -2.8925 2.8809
H -0.5883 -3.5211 3.2773
H -0.4530 -3.0829 0.9207
H -0.5779 -4.8189 1.0732
H 1.0738 -6.1292 0.4195
H 2.5795 -5.4916 1.1616
H 2.3464 -5.4083 -0.5818
C 0.6012 2.1686 5.1824
O 1.0550 3.3500 4.5415
C 1.8817 3.0888 3.4047
C 1.1707 3.5127 2.1196
N 0.0524 2.6201 1.8158
C -0.8061 3.1055 0.7310
C -1.5893 4.4036 0.9857
O -2.5922 4.2818 1.9920
C -2.1309 4.5044 3.3147
H 0.0917 2.4578 6.1036
H -0.1099 1.6295 4.5504
H 1.4405 1.5164 5.4412
H 2.2022 2.0425 3.3587
H 2.7799 3.7033 3.5230
H 1.8844 3.4910 1.2898
H 0.8270 4.5444 2.2536
H -0.5172 2.5092 2.6474
H -1.5305 2.3107 0.5284
H -0.2048 3.2186 -0.1768
H -2.1253 4.6418 0.0616
H -0.9351 5.2608 1.1812
H -1.3104 5.2250 3.3557
H -1.8322 3.5590 3.7755
H -2.9661 4.9007 3.8998

=====

No. 6
51
Properties=species:S:1:pos:R:3 method="wB97M-V/def2-TZVPD" mol_weight_da=693.337 e_homo_ha="-0.136 / -0.136" relative_energy_kj_mol=204.69 total_charge=-1
Au 0.2281 -0.3908 -0.3576
Cl 4.3746 -4.4686 -4.2706
C 3.0211 -3.8355 -3.4104
C 1.8144 -4.5320 -3.4104
Cl 1.6863 -6.0208 -4.2707
C 0.7268 -4.0252 -2.7186
Cl -0.7633 -4.8931 -2.7179
C 0.7848 -2.8130 -2.0064
O -0.2155 -2.3445 -1.3726
C 2.0471 -2.0847 -2.0067
O 2.1414 -0.9833 -1.3723
C 3.1258 -2.6399 -2.7184
Cl 4.6226 -1.7834 -2.7176
C -0.8196 -1.7355 4.0639
Si 0.5663 -0.9824 2.9650
C 1.3873 -2.4072 2.0228
C 1.9125 -0.1626 4.0653
N -0.0552 0.0976 1.7535
C -0.7146 1.2410 1.9106
C -1.0277 1.7842 3.1745
C -1.7089 2.9648 3.3100
C -2.1173 3.6722 2.1746
C -1.8360 3.1842 0.9262
C -1.1373 1.9729 0.7353
N -0.8561 1.4846 -0.4680
Si -1.2382 2.1422 -2.0309
C -3.1312 2.2663 -2.3337
C -0.4001 3.8432 -2.3385
C -0.5366 0.9237 -3.3024
H -0.4146 -2.4712 4.7550
H -1.5473 -2.2425 3.4369
H -1.3559 -0.9929 4.6471
H 1.8152 -3.1516 2.6897
H 2.1789 -2.0310 1.3843
H 0.6652 -2.9023 1.3830
H 2.3444 -0.8825 4.7567
H 1.5392 0.6741 4.6483
H 2.7171 0.2121 3.4392
H -0.7131 1.2394 4.0483
H -1.9311 3.3503 4.2961
H -2.6548 4.6039 2.2836
H -2.1496 3.7276 0.0517
H -3.6318 2.9447 -1.6496
H -3.5856 1.2878 -2.2099
H -3.3426 2.5996 -3.3467
H -0.7352 4.6170 -1.6545
H -0.5862 4.1915 -3.3515
H 0.6749 3.7477 -2.2179
H -0.9781 -0.0581 -3.1700
H 0.5348 0.8161 -3.1730
H -0.7240 1.2445 -4.3242

=====

No. 7
23
Properties=species:S:1:pos:R:3 method="wB97M-V/def2-TZVPD" mol_weight_da=119.188 e_homo_ha=-0.422 relative_energy_kj_mol=111.95 total_charge=+1
C 1.8208 -1.0063 1.5475
C 1.2932 -1.5435 0.2238
C 0.9855 -0.4733 -0.7829
C -0.2584 -0.0931 -1.1201
N -0.5995 0.9434 -1.9441
C -1.8802 0.9140 -2.6648
N 0.7606 -0.2265 2.2950
H 2.1532 -1.8364 2.1694
H 2.6311 -0.3129 1.4307
H 2.0964 -2.1779 -0.1508
H 0.3764 -2.0930 0.3848
H 1.8023 -0.0115 -1.3306
H -1.0807 -0.5548 -0.5677
H 0.1564 1.3358 -2.4828
H -1.7723 0.5678 -3.6942
H -2.5738 0.2779 -2.1343
H -2.2734 1.9341 -2.7542
H 1.1355 0.6820 2.5536
H 0.4430 -0.6370 3.1664
H -0.0048 0.0584 1.6728
H -2.2369 1.2901 2.0074
H -1.5771 1.6108 0.6321
O -1.3975 1.3521 1.5429

=====

Copy entry 6 word for word.
51
Properties=species:S:1:pos:R:3 method="wB97M-V/def2-TZVPD" mol_weight_da=693.337 e_homo_ha="-0.136 / -0.136" relative_energy_kj_mol=204.69 total_charge=-1
Au 0.2281 -0.3908 -0.3576
Cl 4.3746 -4.4686 -4.2706
C 3.0211 -3.8355 -3.4104
C 1.8144 -4.5320 -3.4104
Cl 1.6863 -6.0208 -4.2707
C 0.7268 -4.0252 -2.7186
Cl -0.7633 -4.8931 -2.7179
C 0.7848 -2.8130 -2.0064
O -0.2155 -2.3445 -1.3726
C 2.0471 -2.0847 -2.0067
O 2.1414 -0.9833 -1.3723
C 3.1258 -2.6399 -2.7184
Cl 4.6226 -1.7834 -2.7176
C -0.8196 -1.7355 4.0639
Si 0.5663 -0.9824 2.9650
C 1.3873 -2.4072 2.0228
C 1.9125 -0.1626 4.0653
N -0.0552 0.0976 1.7535
C -0.7146 1.2410 1.9106
C -1.0277 1.7842 3.1745
C -1.7089 2.9648 3.3100
C -2.1173 3.6722 2.1746
C -1.8360 3.1842 0.9262
C -1.1373 1.9729 0.7353
N -0.8561 1.4846 -0.4680
Si -1.2382 2.1422 -2.0309
C -3.1312 2.2663 -2.3337
C -0.4001 3.8432 -2.3385
C -0.5366 0.9237 -3.3024
H -0.4146 -2.4712 4.7550
H -1.5473 -2.2425 3.4369
H -1.3559 -0.9929 4.6471
H 1.8152 -3.1516 2.6897
H 2.1789 -2.0310 1.3843
H 0.6652 -2.9023 1.3830
H 2.3444 -0.8825 4.7567
H 1.5392 0.6741 4.6483
H 2.7171 0.2121 3.4392
H -0.7131 1.2394 4.0483
H -1.9311 3.3503 4.2961
H -2.6548 4.6039 2.2836
H -2.1496 3.7276 0.0517
H -3.6318 2.9447 -1.6496
H -3.5856 1.2878 -2.2099
H -3.3426 2.5996 -3.3467
H -0.7352 4.6170 -1.6545
H -0.5862 4.1915 -3.3515
H 0.6749 3.7477 -2.2179
H -0.9781 -0.0581 -3.1700
H 0.5348 0.8161 -3.1730
H -0.7240 1.2445 -4.3242